(1)
C27H19CrN6O6SSe | ωB97M-V/def2-TZVPD

Cartesian coordinates (Å):
Cr: -0.33593 0.05284 -0.11341
C: 2.25450 -2.18167 2.55386
O: 1.49664 -3.37746 2.49013
C: 0.62441 -3.68276 1.47460
C: 0.30792 -5.02616 1.36658
C: -0.62185 -5.48364 0.43974
C: -1.26603 -4.58522 -0.37508
C: -0.98836 -3.21471 -0.28759
C: -1.76298 -2.30401 -1.08154
N: -1.63071 -1.01764 -1.10265
N: -2.53418 -0.30725 -1.85817
C: -2.26832 0.97489 -1.79409
O: -1.30695 1.44511 -1.06834
C: -3.09015 1.90279 -2.59620
C: -2.54918 3.12864 -2.97331
C: -3.29307 4.00547 -3.74567
C: -4.58320 3.66933 -4.12918
C: -5.12651 2.44938 -3.74774
C: -4.38128 1.56147 -2.99037
C: -0.01509 -2.73948 0.63451
O: 0.20918 -1.45468 0.74461
H: 3.42417 -3.09361 3.78989
H: 1.73025 -1.48191 3.22061
H: 2.38766 -1.73381 1.57922
H: 0.80442 -5.70760 2.04507
H: -0.83765 -6.54102 0.37192
H: -2.00320 -4.92446 -1.09335
H: -2.56279 -2.71007 -1.69515
H: -1.54129 3.36976 -2.66295
H: -2.86654 4.95321 -4.04831
H: -5.16952 4.35517 -4.72742
H: -6.13535 2.19012 -4.04246
H: -4.78442 0.60322 -2.69342
O: 3.52273 -2.48845 3.04645
S: 4.31112 -1.55710 -1.14689
O: 4.91393 -1.78895 -2.46456
N: 2.65925 -1.23286 -1.33920
C: 2.33820 0.00093 -1.09523
O: 1.13623 0.47168 -1.19063
C: 3.46610 0.89146 -0.71375
C: 3.43570 2.23101 -0.35987
C: 4.63113 2.83656 0.01283
C: 5.81902 2.11382 0.04042
C: 5.83609 0.76292 -0.29479
C: 4.64987 0.17839 -0.68485
H: 2.50381 2.78476 -0.38986
H: 4.63955 3.88234 0.29458
H: 6.73695 2.60990 0.32852
H: 6.75211 0.18689 -0.25529
Se: 1.43464 2.39396 2.53576
N: 0.15236 2.57788 3.73581
C: -0.88790 1.86140 3.33441
C: -2.14757 1.69300 3.95390
C: -3.05490 0.88342 3.32056
C: -2.75462 0.24508 2.09681
N: -1.59603 0.37530 1.49545
C: -0.68950 1.16593 2.10126
N: 0.47983 1.31439 1.50213
H: -2.37181 2.19035 4.88742
H: -4.02609 0.71497 3.76360
H: -3.47478 -0.39320 1.60069

Results
- E_tot (eV) = -154135.934
- spin multiplicity = 4
- energy above the lowest of the compared OMol25 structures with the same formula, charge and spin (kJ/mol) = 106.7
- gap between HOMO and LUMO (spin up / spin down) (eV) = 5.1 / 5.2

***

(2)
C27H20BaN9O5 | ωB97M-V/def2-TZVPD

Cartesian coordinates (Å):
Ba: -1.58483 -2.03949 -2.56527
O: 0.75169 -0.27017 1.21101
C: 0.12490 -0.89284 0.19461
O: -0.46355 -0.35609 -0.74402
C: 0.24381 -2.38446 0.37083
C: 0.88569 -2.99973 1.45555
C: 0.87860 -4.40770 1.46552
C: 0.25991 -5.16451 0.45515
C: -0.36024 -4.45952 -0.56625
N: -0.33075 -3.13525 -0.58260
C: -1.09195 -5.18091 -1.72937
O: -1.09710 -6.40841 -1.78691
O: -1.64107 -4.50484 -2.65795
H: 0.68210 0.71069 1.12657
H: 1.35169 -2.39709 2.23316
H: 1.37207 -4.91997 2.28449
H: 0.26686 -6.24114 0.43955
C: 2.99037 1.53013 -3.53729
N: 2.15325 0.29470 -3.60959
C: 0.83460 0.10227 -3.70542
N: 0.57810 -1.20508 -3.67265
C: 1.78717 -1.78800 -3.45730
N: 2.78819 -0.95579 -3.38834
C: 3.41122 1.80114 -2.12122
C: 4.78536 1.83368 -1.85748
C: 5.24829 2.12727 -0.57365
C: 4.35647 2.41439 0.44061
C: 2.98239 2.35973 0.14370
C: 2.47691 2.04192 -1.11353
C: 2.06029 2.59523 1.24407
N: 2.37476 2.84567 2.45781
N: 1.15753 2.86384 3.21359
C: 0.19267 2.61813 2.39679
O: 0.64867 2.41779 1.03660
C: -1.21829 2.37044 2.72294
C: -1.56854 2.42449 4.08542
C: -2.88750 2.16541 4.40821
C: -3.83165 1.87233 3.41619
C: -3.44162 1.81010 2.07428
C: -4.51332 1.54165 1.05063
N: -4.16567 0.30901 0.29355
C: -3.68398 0.10316 -0.93487
N: -3.52517 -1.19431 -1.14391
C: -3.91702 -1.78046 0.02970
N: -4.31684 -0.93952 0.93687
C: -2.12521 2.06726 1.70864
H: 2.42652 2.34954 -3.99483
H: 3.87528 1.33833 -4.14358
H: 0.07341 0.86665 -3.81168
H: 1.86853 -2.84947 -3.32358
H: 5.46049 1.62681 -2.67441
H: 6.31486 2.11990 -0.36664
H: 4.67180 2.68725 1.43820
H: 1.41445 1.96174 -1.27756
H: -0.79972 2.68418 4.80479
H: -3.20412 2.20207 5.44653
H: -4.85030 1.64758 3.68301
H: -4.61938 2.35592 0.33232
H: -5.45569 1.34909 1.55101
H: -3.42868 0.87992 -1.64570
H: -3.84674 -2.84054 0.15205
H: -1.77997 2.02589 0.68162

Results
- net charge = +1
- E_tot (eV) = -52662.987
- spin multiplicity = 1
- gap between HOMO and LUMO (eV) = 8.1

***

(3)
C27H20BrFN8O6Pd | ωB97M-V/def2-TZVPD

Cartesian coordinates (Å):
Pd: -0.80638 -1.05506 -0.65439
N: 2.83627 4.84977 6.60366
C: 2.40726 3.97359 5.99870
C: 1.85436 2.86733 5.25927
C: 1.82175 2.88081 3.86772
C: 1.26130 1.82978 3.16886
C: 0.72897 0.74476 3.85764
C: 0.77659 0.71658 5.24824
C: 1.33031 1.77376 5.94353
N: 0.14713 -0.30373 3.14269
C: -0.93071 -1.09432 3.53902
C: -1.14513 -1.94820 2.50581
N: -0.20663 -1.74268 1.51334
C: 0.55171 -0.77435 1.91931
H: 2.22457 3.73337 3.33630
H: 1.20089 1.84896 2.08670
H: 0.39638 -0.14486 5.77727
H: 1.37436 1.75552 7.02415
H: -1.48855 -0.90468 4.44250
H: -1.93567 -2.67237 2.38579
H: 1.37214 -0.35949 1.34376
N: -3.38845 -5.13635 -1.07255
C: -2.95742 -3.80814 -1.34333
C: -3.14859 -2.77883 -0.46032
N: -2.87334 -1.46847 -0.77083
C: -2.35976 -1.26794 -2.03427
C: -2.07696 -2.37885 -2.85901
N: -2.38942 -3.62593 -2.55167
H: -3.29246 -5.39864 -0.10452
H: -2.91056 -5.78073 -1.68274
H: -3.57862 -2.96465 0.52135
H: -2.45515 -0.27652 -2.45870
H: -1.59831 -2.22486 -3.81969
F: -1.11634 4.49346 -4.75044
C: -0.71478 4.73499 -3.48857
C: -1.26185 4.06548 -2.46665
N: -0.93807 4.31884 -1.15799
C: -1.47797 3.44643 -0.10151
C: -1.15060 1.92775 -0.28847
O: -1.31569 1.25932 0.75190
O: -0.82340 1.56847 -1.43772
C: 0.02664 5.24982 -0.83911
O: 0.37807 5.52083 0.29891
N: 0.58417 5.88990 -1.93084
C: 0.27547 5.75254 -3.28490
O: 0.81676 6.45282 -4.12184
H: -2.01570 3.31474 -2.64006
H: -2.56660 3.53036 -0.09580
H: -1.09055 3.79134 0.84598
H: 1.30311 6.55756 -1.71120
Br: 1.74370 -7.05070 -3.86777
C: 1.95144 -5.30362 -3.10354
C: 1.05891 -4.88081 -2.13821
C: 1.20892 -3.60644 -1.59824
C: 2.24501 -2.77847 -2.00913
C: 3.13240 -3.23951 -2.97675
C: 2.99317 -4.50216 -3.54104
C: 2.47369 -1.38784 -1.40868
O: 3.65622 -0.98970 -1.46600
O: 1.49236 -0.77791 -0.89697
H: 0.24771 -5.52554 -1.82516
H: 0.50989 -3.24785 -0.85952
H: 3.94870 -2.59081 -3.26928
H: 3.68333 -4.85788 -4.29503

Results
- net charge = -2
- E_tot (eV) = -128772.373
- spin multiplicity = 1
- gap between HOMO and LUMO (eV) = 5.2

***

(4)
C27H20CeCl4F6N5O6S2 | ωB97M-V/def2-TZVPD

Cartesian coordinates (Å):
Ce: 0.14524 0.61962 -0.26403
C: -2.05620 -0.75018 2.27487
C: -1.84686 -2.02843 1.45163
C: -2.29896 -1.94114 0.01617
C: -3.15037 -2.90964 -0.50159
C: -3.52023 -2.85493 -1.83383
C: -3.03774 -1.81650 -2.61354
C: -2.20634 -0.88763 -2.02455
N: -1.83797 -0.93649 -0.73847
N: -1.04567 0.32985 2.12148
C: 0.08937 0.17139 3.04941
C: 1.05019 -0.93918 2.71894
C: 1.78255 -1.52579 3.73763
C: 2.75272 -2.46101 3.41591
C: 2.92158 -2.80816 2.08624
C: 2.10989 -2.21100 1.13927
N: 1.20093 -1.27449 1.43295
C: -1.69254 1.61072 2.46684
C: -2.60475 2.14581 1.39237
C: -3.40147 3.24811 1.67236
C: -4.21353 3.75667 0.67621
C: -4.22773 3.12420 -0.55888
C: -3.40041 2.03545 -0.74619
N: -2.58394 1.55543 0.19809
H: -2.10840 -1.02954 3.33290
H: -3.02011 -0.32928 1.99103
H: -2.40629 -2.82738 1.93636
H: -0.79970 -2.31610 1.45328
H: -3.50875 -3.70711 0.13447
H: -4.16276 -3.61395 -2.25912
H: -3.29808 -1.73180 -3.65891
H: -1.79546 -0.07421 -2.61480
H: -0.26419 0.04468 4.07833
H: 0.68076 1.09242 3.00367
H: 1.59555 -1.24522 4.76569
H: 3.34999 -2.91937 4.19258
H: 3.66312 -3.53288 1.78187
H: 2.17282 -2.51348 0.10486
H: -0.91965 2.36619 2.61183
H: -2.25341 1.52013 3.40435
H: -3.37120 3.70542 2.65306
H: -4.83182 4.62494 0.85962
H: -4.86012 3.47457 -1.36178
H: -3.39251 1.51109 -1.69433
Cl: 2.66921 -5.08386 -3.72271
C: 2.82609 -3.57293 -2.92414
C: 4.07194 -3.11546 -2.50652
Cl: 5.46731 -4.08873 -2.72669
C: 4.17594 -1.87059 -1.88826
Cl: 5.70366 -1.34019 -1.30200
C: 3.05588 -1.06845 -1.65238
O: 3.25589 0.07453 -0.95911
C: 1.77029 -1.57155 -1.98305
O: 0.64930 -0.98330 -1.61130
C: 1.70576 -2.80356 -2.65697
Cl: 0.12799 -3.36358 -3.06804
F: 3.90479 3.18949 -2.42292
C: 4.18939 2.30726 -1.47462
F: 4.94854 1.38611 -2.00858
F: 4.82537 2.87204 -0.46330
S: 2.47703 1.72580 -0.80924
O: 1.44160 1.48137 -1.83464
O: 2.09394 1.31446 0.56638
N: 2.19785 3.39061 -0.60777
S: 0.72865 3.70998 -0.38667
O: 0.43650 5.04738 -0.00438
O: -0.04089 2.68387 0.37427
C: -0.27709 3.53089 -2.01454
F: -1.28628 4.38729 -1.94927
F: -0.89113 2.27677 -2.11642
F: 0.37492 3.73254 -3.13135

Results
- net charge = +1
- E_tot (eV) = -149046.529
- spin multiplicity = 1
- energy above the lowest of the compared OMol25 structures with the same formula, charge and spin (kJ/mol) = 343.2
- gap between HOMO and LUMO (eV) = 5.8